Molecular formula: C2H2BrO2S
Method: DFT, ωB97M-V with the def2-TZVPD basis set

For the total energy, the calculation gives -87079.2483 eV. For the energy relative to the best compared isomer or geometry (same formula, charge and spin), the calculation gives 48.5 kcal/mol.

```
! wB97M-V def2-TZVPD RIJCOSX def2/J DEFGRID3
* xyz -1 1
C 2.109 -0.720 -1.292
C -1.462 0.281 1.302
O 1.366 -1.235 -2.024
O 2.903 -0.280 -0.626
S -0.252 0.946 0.178
Br -3.064 -0.640 0.170
H -0.972 -0.638 1.829
H -0.628 2.286 0.462
*
```

***

Molecular formula: C2H2Cl2F2
Method: DFT, ωB97M-V with the def2-TZVPD basis set

For the total energy, the calculation gives -32585.5385 eV. For the energy relative to the best compared isomer or geometry (same formula, charge and spin), the calculation gives 15.9 kcal/mol.

```
! wB97M-V def2-TZVPD RIJCOSX def2/J DEFGRID3
* xyz 0 1
F 1.538 0.413 -0.855
C 0.774 0.145 0.256
Cl 1.211 -1.458 0.902
C -0.746 0.193 -0.163
F -1.583 0.420 0.765
Cl -1.224 -1.505 -0.884
H 0.917 0.935 0.920
H -0.887 0.856 -0.941
*
```

***

Molecular formula: C2H2Cl2I2
Method: DFT, ωB97M-V with the def2-TZVPD basis set

For the total energy, the calculation gives -43348.6949 eV. For the energy relative to the best compared isomer or geometry (same formula, charge and spin), the calculation gives 82.7 kcal/mol.

```
! wB97M-V def2-TZVPD RIJCOSX def2/J DEFGRID3
* xyz 0 1
C -1.446 -0.612 -0.480
C 1.857 0.682 1.126
Cl -0.386 0.756 -0.760
Cl 2.785 -0.072 0.071
I 1.884 2.776 0.783
I -0.567 -2.221 0.598
H -2.372 -0.430 0.204
H -1.755 -0.879 -1.543
*
```

***

Molecular formula: C2H2Cl2O2
Method: DFT, ωB97M-V with the def2-TZVPD basis set

For the total energy, the calculation gives -31245.1191 eV. For the energy relative to the best compared isomer or geometry (same formula, charge and spin), the calculation gives 43.5 kcal/mol.

```
! wB97M-V def2-TZVPD RIJCOSX def2/J DEFGRID3
* xyz 0 1
O -2.136 0.220 -1.702
C -1.328 -0.630 -1.585
Cl 0.362 -0.369 -1.914
Cl -1.552 -2.172 -0.966
C 1.181 0.745 1.528
O 0.327 1.405 1.084
H 1.790 1.143 2.367
H 1.357 -0.341 1.187
*
```

***

Number 1: HOMO energy -2.64 eV, frontier orbital gap 5.78 eV, LUMO energy 0.11524 Ha. Number 2: HOMO energy -10.94 eV, frontier orbital gap 11.65 eV, LUMO energy 0.02640 Ha. Number 3: HOMO energy -8.80 eV, frontier orbital gap 7.84 eV, LUMO energy -0.03547 Ha. Number 4: HOMO energy -10.26 eV, frontier orbital gap 10.70 eV, LUMO energy 0.01630 Ha.